#one
This record from the Open Molecules 2025 dataset describes C23H21N9RuS2 as an isolated structure. The level of theory is ωB97M-V with the def2-TZVPD basis set.

- ⟨S²⟩: 0.766
- E_HOMO (alpha / beta): -0.367 / -0.366 Ha
- Net charge: +1
- Frontier orbital gap (alpha / beta): 6.953 / 6.962 eV
- 2S+1: 2

Geometry as XYZ:
```
56
Properties=species:S:1:pos:R:3:mulliken_charge:R:1
Ru 0.458 0.293 -0.550 0.011
C 1.267 2.529 2.999 -1.662
C 1.318 1.356 2.076 1.177
N 1.716 1.508 0.790 0.997
N 2.258 2.640 0.419 -1.513
C 2.464 2.894 -0.836 0.435
N 2.994 4.090 -1.179 -0.418
S 2.025 1.809 -2.137 -0.297
C 0.994 0.037 2.455 0.211
C 0.699 -0.365 3.780 -0.819
C 0.517 -1.693 4.065 -0.580
C 0.630 -2.632 3.030 -1.073
C 0.873 -2.172 1.748 0.108
N 1.027 -0.895 1.447 0.131
H 1.145 3.442 2.420 0.402
H 2.198 2.616 3.561 0.328
H 0.451 2.436 3.711 0.498
H 3.430 4.625 -0.444 0.242
H 3.326 4.207 -2.120 0.235
H 0.648 0.382 4.557 0.364
H 0.307 -2.023 5.071 0.456
H 0.530 -3.688 3.217 0.455
H 0.948 -2.880 0.931 0.582
S -3.038 2.625 1.022 -0.259
C -1.948 3.753 0.319 -0.498
C -0.859 3.157 -0.235 -0.956
C -0.867 1.746 -0.107 0.851
C -2.011 1.306 0.540 0.353
C -2.338 -0.078 0.751 0.962
C -3.399 -0.512 1.552 -1.285
C -3.652 -1.865 1.661 -0.538
C -2.851 -2.758 0.959 -1.100
C -1.813 -2.248 0.198 -0.263
N -1.553 -0.954 0.096 0.655
H -2.178 4.800 0.370 0.494
H -0.082 3.714 -0.735 0.410
H -3.994 0.217 2.080 0.432
H -4.466 -2.217 2.276 0.454
H -3.029 -3.821 1.001 0.475
H -1.169 -2.908 -0.369 0.459
N -0.724 -1.010 -4.478 -0.090
C -1.671 -0.027 -4.508 -0.798
C -1.622 0.600 -3.295 -0.560
N -0.666 0.021 -2.532 0.492
C -0.119 -0.948 -3.262 -0.044
C 0.964 -1.719 -2.747 -0.044
N 1.507 -1.444 -1.560 0.376
C 2.496 -2.352 -1.366 -0.792
C 2.564 -3.189 -2.443 -0.557
N 1.589 -2.786 -3.311 -0.147
H -0.516 -1.636 -5.239 0.182
H -2.276 0.153 -5.371 0.433
H -2.206 1.424 -2.938 0.484
H 3.096 -2.350 -0.478 0.523
H 3.214 -4.012 -2.656 0.449
H 1.395 -3.197 -4.208 0.178
```


#two
This record from the Open Molecules 2025 dataset describes C23H21N9RuS2 as an isolated structure. The level of theory is ωB97M-V with the def2-TZVPD basis set.

- ⟨S²⟩: 0.836
- E_HOMO (alpha / beta): -0.301 / -0.332 Ha
- Net charge: +1
- Frontier orbital gap (alpha / beta): 4.851 / 5.706 eV
- 2S+1: 2

Geometry as XYZ:
```
56
Properties=species:S:1:pos:R:3:mulliken_charge:R:1
Ru 0.007 -0.581 0.023 -0.282
C 0.280 3.787 -0.727 -1.848
C -0.004 2.319 -0.729 0.174
N 0.400 1.565 0.302 1.609
N 1.238 2.049 1.194 -1.406
C 1.534 1.390 2.254 0.452
N 2.548 1.758 3.083 -0.417
S 0.634 -0.069 2.796 -0.412
C -0.604 1.639 -1.810 1.094
C -1.124 2.274 -2.967 -1.057
C -1.519 1.534 -4.046 -0.539
C -1.411 0.134 -3.999 -0.885
C -0.972 -0.439 -2.827 -0.555
N -0.604 0.261 -1.764 0.666
H 0.222 4.167 0.288 0.405
H -0.417 4.330 -1.354 0.537
H 1.289 3.977 -1.089 0.306
H 2.930 2.682 2.954 0.266
H 2.487 1.432 4.035 0.280
H -1.191 3.347 -2.998 0.358
H -1.900 2.020 -4.931 0.463
H -1.651 -0.473 -4.854 0.460
H -0.888 -1.521 -2.729 0.433
S 3.139 -3.186 1.757 -0.197
C 1.636 -3.638 2.499 -0.666
C 0.673 -2.712 2.359 -0.684
C 1.076 -1.526 1.620 0.769
C 2.442 -1.698 1.193 -0.660
C 3.084 -0.881 0.220 1.649
C 4.480 -0.787 0.074 -1.223
C 4.998 0.039 -0.896 -0.369
C 4.128 0.753 -1.723 -1.143
C 2.767 0.581 -1.546 -0.064
N 2.253 -0.209 -0.613 0.456
H 1.568 -4.587 2.995 0.468
H -0.295 -2.803 2.823 0.496
H 5.118 -1.354 0.736 0.438
H 6.067 0.144 -1.010 0.433
H 4.503 1.415 -2.487 0.432
H 2.055 1.078 -2.191 0.417
N -3.101 -3.305 0.873 -0.126
C -2.201 -4.293 0.589 -0.441
C -1.093 -3.674 0.088 -0.789
N -1.296 -2.330 0.070 0.236
C -2.520 -2.120 0.555 0.078
C -3.045 -0.793 0.678 0.004
N -2.233 0.255 0.668 0.404
C -3.016 1.357 0.691 -0.370
C -4.330 0.982 0.733 -0.808
N -4.341 -0.382 0.729 -0.092
H -4.004 -3.449 1.291 0.178
H -2.413 -5.328 0.757 0.459
H -0.175 -4.114 -0.252 0.469
H -2.591 2.340 0.668 0.521
H -5.226 1.566 0.773 0.440
H -5.167 -0.956 0.722 0.180
```


Winner for stability: #one


#one
This record from the Open Molecules 2025 dataset describes C8H14NO2S as an isolated structure. The level of theory is ωB97M-V with the def2-TZVPD basis set.

- E_HOMO (alpha / beta): -0.438 / -0.438 Ha
- Net charge: +1
- Frontier orbital gap (alpha / beta): 7.284 / 7.283 eV

Geometry as XYZ:
```
26
Properties=species:S:1:pos:R:3:mulliken_charge:R:1
C 0.663 -0.389 -0.802 -0.252
C -1.274 -1.210 1.402 -0.083
C -0.112 0.756 -0.681 0.312
C 2.582 -1.796 -0.605 -0.847
C -2.666 -0.758 0.804 -0.652
C -1.544 0.722 -0.938 -1.035
C -2.444 0.661 0.302 -0.457
C 1.469 2.480 -0.102 -0.304
N 1.903 -0.582 -0.251 0.183
O -0.463 -0.467 1.829 -0.456
O 0.309 1.949 -0.191 -0.288
S 2.485 0.529 0.919 0.022
H 0.182 -1.301 -1.187 0.252
H -1.170 -2.236 1.348 0.523
H 1.896 -2.507 -0.948 0.360
H 3.100 -2.194 0.271 0.310
H 3.383 -1.599 -1.395 0.313
H -3.039 -1.480 0.000 0.322
H -3.407 -0.637 1.645 0.326
H -1.795 -0.192 -1.495 0.340
H -2.034 1.480 -1.515 0.438
H -3.454 0.960 0.121 0.463
H -1.784 1.239 1.174 0.214
H 1.457 3.245 0.683 0.334
H 2.088 2.718 -0.869 0.422
H 3.669 0.612 0.480 0.242
```


#two
This record from the Open Molecules 2025 dataset describes a 2-piece molecular cluster, C8H14NO2S overall. The level of theory is ωB97M-V with the def2-TZVPD basis set.

- E_HOMO: -0.437 Ha
- Net charge: +1
- Frontier orbital gap: 6.518 eV

Geometry as XYZ:
```
26
Properties=species:S:1:pos:R:3:mulliken_charge:R:1
C 1.018 1.515 1.724 0.477
C 1.858 2.513 1.905 -1.311
C -1.301 -0.615 0.016 -0.213
C 0.355 -1.228 1.701 -0.674
C 0.003 -0.391 2.852 -0.457
C 0.624 0.777 0.312 0.237
C -0.613 -1.576 -3.831 -0.783
C -0.746 -0.341 -3.162 0.319
N -0.117 -0.406 0.595 0.200
O 0.553 0.934 2.827 -0.363
O -0.027 1.668 -0.631 -0.398
S -1.527 1.046 -3.427 -0.212
H 1.871 2.904 2.885 0.336
H 2.305 3.256 1.393 0.432
H -1.922 -1.428 0.216 0.319
H 1.388 -1.310 1.614 0.342
H -0.083 -2.259 1.712 0.392
H -1.013 -0.395 3.050 0.392
H 0.539 -0.816 3.727 0.342
H 1.567 0.414 -0.315 0.296
H -0.578 -2.389 -3.136 0.303
H -1.518 -1.799 -4.524 0.294
H 0.404 -1.594 -4.329 0.273
H -0.234 -0.454 -2.136 -0.022
H -0.950 1.808 -0.395 0.359
H -1.854 0.164 -0.642 0.124
```


#three
This record from the Open Molecules 2025 dataset describes C8H14NO2S as an isolated structure. The level of theory is ωB97M-V with the def2-TZVPD basis set.

- E_HOMO: -0.518 Ha
- Net charge: +1
- Frontier orbital gap: 11.150 eV

Geometry as XYZ:
```
26
Properties=species:S:1:pos:R:3:mulliken_charge:R:1
C 2.743 1.995 0.362 -0.811
C -1.765 -3.106 0.191 -0.785
C 1.465 1.875 -0.064 -0.151
C -1.123 -2.054 0.706 -0.296
C 0.952 0.652 -0.690 -0.120
C -0.371 -1.145 -0.291 0.039
C -0.681 0.852 1.104 -1.333
C -1.415 0.977 -1.105 -0.773
N -0.470 0.347 -0.272 0.109
O 1.679 -0.930 1.355 -0.522
O 2.328 -1.791 -0.769 -0.659
S 1.435 -0.983 -0.037 1.012
H 3.141 2.946 0.836 0.284
H 3.561 1.280 0.051 0.273
H -2.314 -3.754 0.837 0.318
H -1.767 -3.239 -0.848 0.294
H 0.663 2.587 -0.057 0.380
H -1.173 -1.764 1.827 0.317
H 1.137 0.567 -1.768 0.436
H -0.480 -1.538 -1.385 0.367
H -0.758 1.896 1.136 0.583
H -1.716 0.517 1.195 0.563
H 0.028 0.395 1.749 0.325
H -2.484 0.822 -0.833 0.360
H -1.285 2.039 -1.209 0.315
H -1.328 0.555 -2.021 0.473
```


Winner for stability: #three


#one
This record from the Open Molecules 2025 dataset describes a 2-piece molecular cluster, C2H5N2 overall. The level of theory is ωB97M-V with the def2-TZVPD basis set.

- E_HOMO (alpha / beta): -0.620 / -0.512 Ha
- Net charge: +1
- Frontier orbital gap (alpha / beta): 10.100 / 4.325 eV

Geometry as XYZ:
```
9
Properties=species:S:1:pos:R:3:mulliken_charge:R:1
C -2.389 -0.212 -0.186 -0.152
C 2.670 0.066 -0.033 -0.123
N 1.495 -0.165 0.048 -0.051
N -1.328 0.088 0.337 -0.145
H -2.807 0.499 -0.900 0.273
H -3.009 -1.025 0.116 0.282
H 3.434 0.084 0.794 0.310
H 3.204 0.433 -0.975 0.297
H -1.029 -0.539 1.027 0.309
```


#two
This record from the Open Molecules 2025 dataset describes a 2-piece molecular cluster, C2H5N2 overall. The level of theory is ωB97M-V with the def2-TZVPD basis set.

- E_HOMO: -0.551 Ha
- Net charge: +1
- Frontier orbital gap: 8.076 eV

Geometry as XYZ:
```
9
Properties=species:S:1:pos:R:3:mulliken_charge:R:1
C 0.865 0.111 -0.777 -0.430
C 0.625 -0.601 0.263 -0.245
N -2.334 0.293 1.113 0.365
N -1.636 -0.448 1.567 -0.029
H 1.564 -0.246 -1.474 0.269
H -0.186 -0.251 1.129 0.214
H 0.272 0.933 -1.160 0.213
H 1.176 -1.575 0.617 0.253
H -3.017 0.871 0.629 0.391
```


#three
This record from the Open Molecules 2025 dataset describes an isolated ion of composition C2H5N2 and charge +1. The level of theory is ωB97M-V with the def2-TZVPD basis set.

- E_HOMO: -0.599 Ha
- Net charge: +1
- Frontier orbital gap: 11.134 eV
- SMILES string: [NH2+]=C1CN1

Geometry as XYZ:
```
9
Properties=species:S:1:pos:R:3:mulliken_charge:R:1
N -0.387 1.145 1.381 -0.379
C -0.068 0.077 0.185 0.229
C 0.811 -0.674 -0.717 -0.184
N -0.571 -0.320 -0.930 -0.077
H 0.215 0.949 2.206 0.326
H -1.358 1.224 1.355 0.289
H 1.699 -0.180 -1.340 0.270
H 0.835 -1.789 -0.447 0.253
H -1.177 -0.432 -1.693 0.272
```


Winner for stability: #three